Entry 1:
Computed, not measured: a cluster of 2 separate species, CH3ClN2O2 in total in a non-equilibrium geometry, with ωB97M-V/def2-TZVPD.

```
9
Properties=species:S:1:pos:R:3:lowdin_charge:R:1
H 1.10 0.98 -1.89 0.134
H -0.53 -0.19 -1.97 0.135
N -1.29 0.88 2.35 -0.149
O -0.77 0.85 1.24 -0.028
C 0.57 -0.05 -1.51 -0.268
Cl 0.72 -1.59 0.59 0.616
N 0.54 -0.08 -0.13 -0.539
O -1.45 0.06 3.18 0.086
H 1.11 -0.87 -1.87 0.013
```

The calculation puts the energy relative to the best compared isomer or geometry (same formula, charge and spin) at 481.7 kJ/mol. The orbital gap (alpha / beta) comes out at 8.8 / 7.9 eV. The spin multiplicity is 1. The LUMO energy (alpha / beta) is -0.66 / -1.42 eV.



Entry 2:
Computed, not measured: an isolated molecule of CH3ClN2O2 in a non-equilibrium geometry, with ωB97M-V/def2-TZVPD.

```
9
Properties=species:S:1:pos:R:3:lowdin_charge:R:1
H 2.07 0.67 0.26 0.089
C 1.09 0.44 0.56 0.099
N -0.71 -1.82 -0.52 -0.365
H -0.63 -1.65 -1.48 -0.036
Cl -1.83 -0.92 0.20 0.971
O -1.09 0.80 0.67 -0.306
N 0.07 1.04 0.04 -0.482
O 0.10 1.69 -0.99 -0.006
H 0.92 -0.26 1.25 0.036
```

The calculation puts the energy relative to the best compared isomer or geometry (same formula, charge and spin) at 607.9 kJ/mol. The orbital gap comes out at 7.4 eV. The spin multiplicity is 1. The LUMO energy is -1.74 eV.



Entry 3:
Computed, not measured: a cluster of 2 separate species, CH3ClN2O2 in total in a non-equilibrium geometry, with ωB97M-V/def2-TZVPD.

```
9
Properties=species:S:1:pos:R:3:lowdin_charge:R:1
N 2.08 -0.72 0.62 -0.131
H 1.01 0.51 -0.34 0.012
O 1.97 0.42 -0.13 -0.034
O 3.18 -0.95 1.01 0.010
H -1.55 -1.31 0.31 0.083
Cl -1.19 2.01 -0.92 0.579
C -1.81 -0.32 -0.06 -0.111
H -2.86 -0.06 -0.15 0.075
N -0.84 0.42 -0.34 -0.483
```

Its SMILES is C=NCl.O=NO. The calculation puts the energy relative to the best compared isomer or geometry (same formula, charge and spin) at 175.4 kJ/mol. The orbital gap comes out at 10.2 eV. The spin multiplicity is 1. The LUMO energy is 0.24 eV.



Entry 4:
Computed, not measured: a cluster of 2 separate species, CH3ClN2O4 in total in a non-equilibrium geometry, with ωB97M-V/def2-TZVPD.

```
11
Properties=species:S:1:pos:R:3:lowdin_charge:R:1
C -2.04 -0.33 0.10 -0.462
O 2.97 0.95 0.39 0.034
Cl 2.12 -1.70 -0.16 0.603
H -1.15 -2.03 -0.24 0.082
N 1.85 0.84 -0.05 -0.447
O -1.28 0.53 -0.09 0.056
N 1.19 -0.26 -0.18 -0.384
O 1.08 1.97 -0.23 0.115
H 0.18 1.66 -0.22 0.055
O -1.88 -1.58 0.07 0.171
H -3.07 -0.06 0.62 0.178
```

Its SMILES is [O-]/[N+](O)=N\Cl.O=CO. The calculation puts the energy relative to the best compared isomer or geometry (same formula, charge and spin) at 0.0 kJ/mol. The orbital gap comes out at 10.3 eV. The spin multiplicity is 1. The LUMO energy is 0.31 eV.



Entry 5:
Computed, not measured: a cluster of 2 separate species, CH3ClO in total in a non-equilibrium geometry, with ωB97M-V/def2-TZVPD.

```
6
Properties=species:S:1:pos:R:3:lowdin_charge:R:1
H 1.40 1.39 0.67 0.037
H -1.23 0.14 0.42 0.003
C -0.52 -0.20 -0.22 -0.393
H -0.50 0.20 -1.19 0.031
Cl -0.40 -1.94 -0.14 0.599
O 1.25 0.41 0.46 -0.277
```

The calculation puts the energy relative to the best compared isomer or geometry (same formula, charge and spin) at 248.9 kJ/mol. The orbital gap comes out at 10.4 eV. The spin multiplicity is 1. The LUMO energy is 0.03 eV.



Entry 6:
Computed, not measured: the ion CH3ClO2PS with charge -1 in a non-equilibrium geometry, with ωB97M-V/def2-TZVPD.

```
9
Properties=species:S:1:pos:R:3:lowdin_charge:R:1
P -0.65 1.02 -1.00 0.002
S 0.73 -0.49 -0.74 0.547
C 0.37 -1.25 0.87 -0.407
H 0.93 -2.12 0.88 -0.007
O -1.84 0.79 -0.12 -0.423
H -0.64 -1.39 0.88 -0.015
H 0.71 -0.58 1.58 0.002
Cl 1.07 2.64 0.06 -0.286
O -0.69 1.38 -2.40 -0.414
```

Its SMILES is CS[P@@](=O)([O-])Cl. As for the charge: -1. The calculation puts the energy relative to the best compared isomer or geometry (same formula, charge and spin) at 47.5 kJ/mol. The orbital gap comes out at 8.4 eV. The spin multiplicity is 1. The LUMO energy is 3.31 eV.



Entry 7:
Computed, not measured: an isolated molecule of CH3ClO2S in a non-equilibrium geometry, with ωB97M-V/def2-TZVPD.

```
8
Properties=species:S:1:pos:R:3:lowdin_charge:R:1
H -0.52 1.32 -0.82 0.115
H 0.11 -0.06 1.01 0.031
O 1.63 0.71 -1.68 -0.560
Cl 3.08 0.04 0.72 0.137
H -0.51 -1.36 0.10 0.136
C 0.02 -0.33 0.06 -0.414
S 1.79 -0.48 -0.88 0.620
O -0.68 0.37 -0.78 -0.065
```

The calculation puts the energy relative to the best compared isomer or geometry (same formula, charge and spin) at 199.6 kJ/mol. The orbital gap comes out at 9.7 eV. The spin multiplicity is 1. The LUMO energy is 0.07 eV.



Entry 8:
Computed, not measured: an isolated molecule of CH3ClO3S in a non-equilibrium geometry, with ωB97M-V/def2-TZVPD.

```
9
Properties=species:S:1:pos:R:3:lowdin_charge:R:1
O -0.11 0.82 0.29 -0.391
C -1.18 -0.11 -0.16 -0.244
H -0.33 -1.67 0.63 0.056
H -1.42 0.07 -1.16 0.111
H -1.97 -0.08 0.62 0.149
O -0.62 -1.37 -0.18 -0.049
S 1.35 0.32 -0.30 0.634
Cl 2.27 2.20 -0.62 0.201
O 2.02 -0.18 0.88 -0.467
```

The calculation puts the energy relative to the best compared isomer or geometry (same formula, charge and spin) at 10.0 kJ/mol. The orbital gap comes out at 10.7 eV. The spin multiplicity is 1. The LUMO energy is 0.18 eV.



Entry 9:
Computed, not measured: an isolated molecule of CH3ClOS2 in a non-equilibrium geometry, with ωB97M-V/def2-TZVPD.

```
8
Properties=species:S:1:pos:R:3:lowdin_charge:R:1
Cl 2.02 0.80 1.17 0.191
S -1.19 -0.22 0.90 0.502
C -0.34 -1.00 -0.58 -0.420
H 0.10 -0.28 -1.24 0.020
S 0.09 1.54 1.15 0.273
H 0.46 -1.61 -0.37 -0.009
O 0.08 2.33 -0.06 -0.599
H -1.23 -1.57 -0.96 0.043
```

The calculation puts the energy relative to the best compared isomer or geometry (same formula, charge and spin) at 51.1 kJ/mol. The orbital gap comes out at 9.5 eV. The spin multiplicity is 1. The LUMO energy is -0.46 eV.



Entry 10:
Computed, not measured: an isolated molecule of CH3F2N2P in a non-equilibrium geometry, with ωB97M-V/def2-TZVPD.

```
9
Properties=species:S:1:pos:R:3:lowdin_charge:R:1
N -0.02 -0.81 -2.88 -0.165
C -0.56 -0.09 0.65 -0.348
F -2.22 -1.13 -0.91 -0.193
H 0.68 0.69 1.91 0.056
H 0.97 -0.90 -2.96 -0.159
H -1.53 0.42 1.00 0.116
F -0.45 -2.63 -0.34 -0.198
P -0.65 -1.12 -0.84 0.823
N 0.59 0.19 1.04 0.067
```

Its SMILES is [H]/N=C/P(=N)(F)F. The calculation puts the energy relative to the best compared isomer or geometry (same formula, charge and spin) at 341.6 kJ/mol. The orbital gap (alpha / beta) comes out at 8.1 / 8.1 eV. The spin multiplicity is 1. The LUMO energy (alpha / beta) is -0.68 / -0.68 eV.



Entry 11:
Computed, not measured: an isolated molecule of CH3F2OPS in a non-equilibrium geometry, with ωB97M-V/def2-TZVPD.

```
9
Properties=species:S:1:pos:R:3:lowdin_charge:R:1
H -0.23 -1.56 1.52 0.121
F 0.86 0.48 -1.52 -0.214
H -0.36 -2.19 0.01 0.103
P -0.20 1.19 -0.45 0.200
H 0.92 -0.93 0.23 0.049
S -1.09 2.80 -1.04 0.332
F 1.00 1.50 0.57 -0.188
C -0.06 -1.22 0.44 -0.130
O -0.84 -0.07 0.24 -0.272
```

Its SMILES is COP(F)(F)=S. The calculation puts the energy relative to the best compared isomer or geometry (same formula, charge and spin) at 10.9 kJ/mol. The orbital gap comes out at 10.9 eV. The spin multiplicity is 1. The LUMO energy is 0.62 eV.



Entry 12:
Computed, not measured: an isolated molecule of CH3F2PS in a non-equilibrium geometry, with ωB97M-V/def2-TZVPD.

```
8
Properties=species:S:1:pos:R:3:lowdin_charge:R:1
S 0.47 0.44 -0.90 0.459
P -0.17 1.46 1.06 0.699
F 0.92 0.66 2.01 -0.373
C -0.38 -1.14 -0.78 -0.504
H -1.38 -0.99 -0.88 -0.034
H 0.06 -1.65 -1.68 0.044
F 0.76 2.75 0.90 -0.344
H -0.27 -1.53 0.28 0.053
```

Its SMILES is CSP(F)F. The calculation puts the energy relative to the best compared isomer or geometry (same formula, charge and spin) at 25.6 kJ/mol. The orbital gap comes out at 9.5 eV. The spin multiplicity is 1. The LUMO energy is 0.26 eV.



Entry 13:
Computed, not measured: an isolated molecule of CH3F2PS in a non-equilibrium geometry, with ωB97M-V/def2-TZVPD.

```
8
Properties=species:S:1:pos:R:3:lowdin_charge:R:1
S 2.03 1.19 0.17 0.624
P -0.83 0.38 -0.08 0.876
F -1.65 1.70 -0.54 -0.276
F 0.99 -1.23 -0.18 -0.216
H -1.56 -0.59 -0.75 0.008
H 2.88 1.24 -0.86 -0.162
C 0.86 0.08 -0.65 -0.854
H -1.44 0.31 1.18 0.000
```

Its SMILES is F[PH2]=C(F)S. The calculation puts the energy relative to the best compared isomer or geometry (same formula, charge and spin) at 404.0 kJ/mol. The orbital gap comes out at 8.5 eV. The spin multiplicity is 1. The LUMO energy is 0.18 eV.



Entry 14:
Computed, not measured: a cluster of 2 separate species, CH3F2PS in total in a non-equilibrium geometry, with ωB97M-V/def2-TZVPD.

```
8
Properties=species:S:1:pos:R:3:lowdin_charge:R:1
P 1.01 -0.05 -2.50 0.546
S 0.09 0.17 2.49 0.856
F -1.38 -0.68 0.42 -0.029
F 0.67 -1.38 0.53 -0.049
H 1.04 1.34 -2.04 -0.220
H -0.92 0.99 2.50 -0.142
H -0.39 -0.07 -2.25 -0.248
C -0.12 -0.32 0.84 -0.715
```

The calculation puts the energy relative to the best compared isomer or geometry (same formula, charge and spin) at 174.4 kJ/mol. The orbital gap (alpha / beta) comes out at 9.3 / 9.2 eV. The spin multiplicity is 3. The LUMO energy (alpha / beta) is 0.64 / -1.32 eV. The expectation value of S² is 2.007.



Entry 15:
Computed, not measured: a cluster of 2 separate species, CH3F2PS2 in total in a non-equilibrium geometry, with ωB97M-V/def2-TZVPD.

```
9
Properties=species:S:1:pos:R:3:lowdin_charge:R:1
H 0.51 2.32 -0.55 0.050
P -0.34 -1.64 0.26 0.541
S -1.45 -0.03 -0.62 0.448
H 0.82 1.77 1.19 0.029
S 1.88 0.36 -0.55 0.575
C 1.01 1.56 0.14 -0.623
H -0.36 0.66 -0.37 -0.370
F -1.41 -2.22 1.30 -0.331
F -0.67 -2.78 -0.79 -0.319
```

Its SMILES is FP(F)S.C=S. The calculation puts the energy relative to the best compared isomer or geometry (same formula, charge and spin) at 229.5 kJ/mol. The orbital gap comes out at 7.8 eV. The spin multiplicity is 1. The LUMO energy is -1.46 eV.



Entry 16:
Computed, not measured: a cluster of 2 separate species, CH3F3OSi in total in a non-equilibrium geometry, with ωB97M-V/def2-TZVPD.

```
9
Properties=species:S:1:pos:R:3:lowdin_charge:R:1
O -3.43 1.71 -0.09 -0.228
H 0.26 0.36 1.24 0.121
F -3.52 -0.79 1.02 -0.064
H -1.32 -0.73 1.71 0.092
Si -3.53 0.25 -0.15 0.267
H 0.13 -1.51 0.94 0.070
F -3.77 -0.77 -1.31 -0.050
C -0.40 -0.58 1.03 -0.047
F -1.06 -0.33 -0.19 -0.161
```

Its SMILES is O=[Si](F)F.CF. The calculation puts the energy relative to the best compared isomer or geometry (same formula, charge and spin) at 208.0 kJ/mol. The orbital gap comes out at 11.8 eV. The spin multiplicity is 1. The LUMO energy is 0.04 eV.



Entry 17:
Computed, not measured: an isolated molecule of CH3FINS in a non-equilibrium geometry, with ωB97M-V/def2-TZVPD.

```
8
Properties=species:S:1:pos:R:3:lowdin_charge:R:1
H -1.23 -0.35 -1.16 0.149
H -1.96 -0.31 0.60 0.022
F 1.47 1.69 -0.99 -0.506
I 2.56 -0.96 -0.12 0.400
N -0.25 0.66 0.68 -0.483
C -1.10 -0.39 0.05 -0.165
H -0.68 -1.32 0.41 0.044
S 1.18 0.97 0.54 0.539
```

The calculation puts the energy relative to the best compared isomer or geometry (same formula, charge and spin) at 24.8 kJ/mol. The orbital gap comes out at 9.2 eV. The spin multiplicity is 1. The LUMO energy is -0.77 eV.



Entry 18:
Computed, not measured: a structure of composition CH3FINS in a non-equilibrium geometry, with ωB97M-V/def2-TZVPD.

```
8
Properties=species:S:1:pos:R:3:lowdin_charge:R:1
F -1.99 0.19 1.88 -0.233
C 0.07 -0.27 0.59 -0.100
H -0.64 -1.08 0.61 0.096
S -0.68 2.31 1.25 0.674
H 0.92 -0.48 1.20 0.093
H 0.28 -0.16 -0.45 0.095
N -0.58 0.78 1.29 -0.592
I -1.21 3.87 -1.36 -0.033
```

The calculation puts the energy relative to the best compared isomer or geometry (same formula, charge and spin) at 221.2 kJ/mol. The orbital gap (alpha / beta) comes out at 7.6 / 6.8 eV. The spin multiplicity is 1. The LUMO energy (alpha / beta) is -1.96 / -2.55 eV.



Entry 19:
Computed, not measured: a structure of composition CH3FMgO in a non-equilibrium geometry, with ωB97M-V/def2-TZVPD.

```
7
Properties=species:S:1:pos:R:3:lowdin_charge:R:1
H -2.71 -0.98 -0.29 0.024
F -0.43 1.41 0.28 -0.564
H -2.18 -0.42 1.02 0.073
C -1.77 -0.48 0.00 -0.060
H -1.66 -0.21 -1.07 0.070
Mg 1.08 0.29 0.53 1.060
O -0.08 -1.11 0.32 -0.602
```

The calculation puts the energy relative to the best compared isomer or geometry (same formula, charge and spin) at 526.8 kJ/mol. The orbital gap comes out at 6.4 eV. The spin multiplicity is 1. The LUMO energy is -1.96 eV.



Entry 20:
Computed, not measured: a cluster of 2 separate species, CH3FO2 in total in a non-equilibrium geometry, with ωB97M-V/def2-TZVPD.

```
7
Properties=species:S:1:pos:R:3:lowdin_charge:R:1
H -0.14 -1.20 0.76 0.093
H 0.24 -0.04 -1.63 0.170
F -2.00 -0.19 -0.32 -0.472
C 0.10 0.01 -0.55 -0.269
O 0.35 -1.15 -0.01 0.149
H -0.06 1.27 1.02 0.228
O 0.13 1.21 -0.03 0.101
```

The calculation puts the energy relative to the best compared isomer or geometry (same formula, charge and spin) at 227.9 kJ/mol. The orbital gap comes out at 10.4 eV. The spin multiplicity is 1. The LUMO energy is 0.08 eV.